270
Properties=species:S:1:pos:R:3:mulliken_charge:R:1 method="wB97M-V/def2-TZVPD" spin_multiplicity=1 mol_weight_g_mol=1422.3 charge=0 e_lumo_ev=0.36 de_lowest_kcal_mol=0.0
C 3.13826 -1.20061 -3.60238 -0.69
O 3.41707 -2.00110 -2.44382 -0.48
H 4.01086 -1.11621 -4.24002 0.44
H 2.31693 -1.61928 -4.24845 0.12
H 2.79332 -0.21415 -3.28192 0.18
H 2.54093 -2.37176 -2.22408 -0.13
C -3.73006 -6.50579 -1.11009 -0.78
O -2.53797 -5.80579 -0.85073 -0.21
H -3.70208 -7.09085 -2.05158 0.27
H -3.77810 -7.20740 -0.32387 0.34
H -4.61419 -5.92539 -1.04316 0.20
H -2.35967 -5.02392 -1.35866 0.08
C 0.22708 -6.60106 2.97357 -0.39
O -0.08073 -5.29389 3.54827 -0.46
H 1.04960 -7.16364 3.45566 0.28
H -0.68363 -7.20698 3.17006 0.29
H 0.36110 -6.63530 1.88655 0.02
H 0.72617 -4.74660 3.55264 0.35
C 1.67945 -2.91141 5.03746 -0.60
O 1.95504 -3.47412 3.73201 -1.02
H 1.70077 -1.76971 5.00987 0.14
H 0.64315 -3.16698 5.31776 0.32
H 2.32452 -3.31454 5.79797 0.33
H 2.93575 -3.62271 3.62767 0.09
C -1.40235 3.56830 -6.21632 -1.48
C -2.22566 2.19583 -6.38088 1.35
C -1.42706 0.99120 -6.86642 -1.34
C -0.50894 0.40978 -5.84527 -1.00
C -1.42768 -0.05127 -4.66892 -0.96
C -2.11191 1.11430 -4.02811 3.34
N -2.90390 1.81656 -5.07869 0.08
O -3.49842 2.93914 -4.50255 -0.42
C -3.16087 0.65198 -3.02510 -1.41
C -1.17923 2.08576 -3.26439 -1.15
C -3.33687 2.45172 -7.43979 -1.79
H -1.13749 3.92026 -7.22380 0.46
H -0.53613 3.56654 -5.55737 0.24
H -2.16326 4.27905 -5.89374 0.40
H -2.19219 0.26343 -7.09753 0.38
H -0.95047 1.31955 -7.78699 0.55
H 0.29356 1.09107 -5.60550 0.38
H 0.02733 -0.47532 -6.26431 0.42
H -0.67656 -0.49800 -3.96408 -0.61
H -2.08647 -0.90866 -4.89670 0.43
H -3.58416 1.44736 -2.45328 -0.19
H -3.97596 0.08841 -3.49610 1.00
H -2.67290 -0.06229 -2.27655 -0.51
H -1.68714 3.03631 -2.84113 0.05
H -0.72626 1.51169 -2.48451 -0.13
H -0.36283 2.48984 -3.84478 0.44
H -4.13617 3.09413 -7.07056 0.35
H -3.90877 1.51606 -7.62629 0.40
H -2.90474 2.80469 -8.41053 0.36
H -4.42050 2.64428 -4.55087 0.38
C -6.36748 3.30966 2.91268 -2.04
C -5.51757 3.31965 1.67703 1.62
C -6.34988 2.76920 0.50158 -0.69
C -5.55798 2.77210 -0.75427 1.26
C -5.32592 4.25832 -1.18566 -1.78
C -4.45243 4.91564 -0.06071 2.30
N -5.09081 4.72624 1.31699 -0.26
O -4.08274 5.09576 2.32468 -0.34
C -2.97747 4.41212 -0.19252 -0.99
C -4.46680 6.42778 -0.32156 -1.68
C -4.34103 2.38090 2.11275 -0.47
H -7.16062 4.06303 2.88828 0.46
H -5.85198 3.60378 3.79016 0.50
H -6.81109 2.34619 3.01139 0.29
H -6.63194 1.73777 0.76457 -0.61
H -7.32633 3.30916 0.42614 0.44
H -6.12318 2.22920 -1.51108 1.03
H -4.58011 2.35949 -0.56012 -1.45
H -6.32133 4.72856 -1.38423 0.46
H -4.72252 4.33396 -2.10327 0.25
H -2.78226 3.40426 -0.52091 -1.05
H -2.46274 5.07136 -0.85161 1.24
H -2.52146 4.56899 0.77386 -0.13
H -4.16556 6.96285 0.61676 0.33
H -3.59004 6.59876 -0.99534 0.33
H -5.45273 6.81368 -0.57874 0.42
H -4.80648 1.41571 2.20476 -0.11
H -4.00149 2.77826 3.07574 0.72
H -3.53792 2.29527 1.32164 -0.63
H -4.50857 5.85111 2.72254 0.36
C 7.68091 2.70062 1.13596 -2.19
C 6.13849 2.79752 1.19919 1.44
C 5.57854 1.61119 2.00500 1.02
C 5.56480 1.83882 3.52946 -0.45
C 4.98035 3.21697 3.89698 -0.87
C 5.70834 4.33683 3.23404 1.68
N 5.71193 4.03584 1.73431 1.34
O 6.25336 5.12249 0.93283 -0.61
C 4.94104 5.62723 3.34664 -1.97
C 7.08013 4.39467 3.83551 -2.12
C 5.63510 2.75769 -0.21737 -2.24
H 8.02696 3.64421 0.67489 0.36
H 7.96567 2.04677 0.36349 0.61
H 8.13650 2.46305 2.05580 0.37
H 4.61442 1.46812 1.56396 -1.19
H 6.34292 0.78215 1.75256 -0.14
H 6.60136 1.66368 3.97698 0.33
H 4.91902 1.10120 3.98251 0.58
H 5.00547 3.19704 4.98902 0.50
H 3.96586 3.33048 3.52869 -0.22
H 5.38258 6.40456 2.77792 0.58
H 3.94615 5.50644 3.05510 -0.06
H 5.00933 6.01866 4.36456 0.49
H 7.57247 3.47141 3.96225 0.28
H 7.68638 5.05605 3.22097 0.40
H 7.10838 4.94318 4.79394 0.44
H 5.79817 1.77511 -0.61432 0.37
H 6.11496 3.49792 -0.82717 0.72
H 4.57700 2.77665 -0.34718 0.19
H 5.44491 5.31373 0.44734 0.35
C 0.21656 8.86586 2.39950 -1.53
C 0.99540 7.61395 2.96576 1.49
C 0.01562 6.62707 3.61913 -1.45
C -0.75035 5.71540 2.64535 -0.18
C 0.24782 4.96271 1.86076 -0.30
C 1.11866 5.87586 1.05463 1.16
N 1.74132 6.85774 1.93599 1.14
O 2.59381 7.67957 1.10475 -0.68
C 2.21347 5.11179 0.36230 -2.04
C 0.29314 6.55944 -0.07687 -1.37
C 1.96419 8.12257 4.10743 -1.84
H -0.26489 9.44742 3.23381 0.40
H -0.43485 8.71308 1.56593 0.32
H 1.06248 9.53201 2.04972 0.32
H 0.49514 6.00310 4.45441 0.29
H -0.69520 7.21319 4.24312 0.50
H -1.31615 6.30670 1.95443 0.13
H -1.47353 5.05777 3.13030 0.38
H -0.18488 4.28329 1.10972 0.12
H 0.89524 4.46241 2.62001 -0.25
H 2.97090 5.66641 -0.17873 0.71
H 2.78001 4.51382 1.08361 0.18
H 1.81495 4.32910 -0.26775 0.48
H -0.35837 5.90449 -0.66698 0.15
H -0.42973 7.32308 0.29931 0.18
H 1.06850 7.04280 -0.69448 0.38
H 2.67134 8.89245 3.78145 0.40
H 2.69104 7.33411 4.47430 0.24
H 1.41531 8.54836 4.92352 0.43
H 3.52645 7.55045 1.36762 0.34
C 1.17922 1.23552 1.00177 -0.85
C 0.25542 0.26837 1.79511 2.72
C -1.22985 0.56340 1.53577 -0.96
C -1.60898 0.19612 0.09055 0.92
C -1.46379 -1.31784 -0.00281 -0.37
C -0.07369 -1.81444 0.28116 3.36
N 0.38015 -1.25321 1.58269 0.52
O 1.80517 -1.51817 1.71565 1.70
C -0.16356 -3.32848 0.50945 -1.20
C 0.92724 -1.52429 -0.84559 -0.02
C 0.60480 0.47752 3.29732 -2.26
H 1.12742 2.25840 1.27437 0.45
H 1.02596 1.15026 -0.04523 -0.31
H 2.20399 0.93867 1.13228 -0.53
H -1.98965 0.03449 2.15015 0.21
H -1.39156 1.63135 1.78688 0.35
H -1.07655 0.80222 -0.68422 -0.77
H -2.61582 0.51066 -0.09571 -0.14
H -1.76321 -1.60451 -1.02646 0.73
H -2.31127 -1.74851 0.60181 -1.04
H 0.75618 -3.87952 0.75703 -1.13
H -0.79414 -3.44346 1.34839 0.78
H -0.66729 -3.80192 -0.30770 -0.16
H 0.81296 -2.28548 -1.62737 -0.21
H 0.85833 -0.51744 -1.31082 -0.75
H 1.93972 -1.66741 -0.48481 0.01
H 0.04182 -0.25165 3.82872 0.56
H 0.18673 1.46466 3.60314 0.05
H 1.64787 0.38989 3.44135 0.30
H 1.88276 -2.21014 2.39484 -0.70
C 6.59584 -3.58226 4.07601 -1.96
C 6.06162 -3.23290 2.67096 1.70
C 7.28734 -2.82564 1.78630 -1.38
C 6.92430 -2.90662 0.29833 0.33
C 6.49260 -4.33331 -0.02027 -1.69
C 5.22479 -4.76982 0.76074 1.82
N 5.57150 -4.56515 2.17744 -0.10
O 4.32163 -4.79628 2.90866 -0.42
C 3.97041 -3.96783 0.29882 0.83
C 4.97514 -6.26204 0.62928 -2.03
C 5.06387 -2.09676 2.95239 -0.68
H 7.38033 -4.35907 3.98655 0.42
H 5.79501 -3.93976 4.77653 0.37
H 7.01523 -2.69259 4.55985 0.38
H 7.61286 -1.84156 2.18917 0.35
H 8.03531 -3.63759 1.89841 0.37
H 7.79107 -2.61349 -0.33927 0.43
H 6.14099 -2.19951 0.14263 -0.33
H 7.32584 -4.98232 0.30491 0.34
H 6.24890 -4.52490 -1.04227 0.57
H 4.09042 -2.90448 0.68102 -1.25
H 3.91860 -3.93439 -0.78226 0.54
H 3.09346 -4.42096 0.70308 -0.05
H 4.90328 -6.54481 -0.39502 0.36
H 5.76430 -6.87493 1.13386 0.45
H 4.06959 -6.49640 1.22311 0.32
H 5.68431 -1.29187 3.36562 0.82
H 4.32166 -2.39713 3.71112 -0.13
H 4.58433 -1.61905 2.10478 -0.13
H 4.50972 -5.41512 3.60487 0.28
C -7.14007 -3.07914 1.61878 -1.86
C -6.58040 -1.66809 1.28496 1.83
C -5.21252 -1.62662 0.65876 -0.53
C -5.21787 -1.87475 -0.79221 0.23
C -6.15162 -0.89482 -1.50092 -0.87
C -7.56501 -1.02645 -1.03443 2.14
N -7.54871 -0.81466 0.49667 0.79
O -8.86171 -1.06180 0.94980 -0.65
C -8.41921 0.05909 -1.60313 -1.61
C -8.20141 -2.38649 -1.46259 -2.01
C -6.38652 -0.95287 2.69869 -1.81
H -6.51368 -3.58055 2.37433 0.46
H -7.10388 -3.83066 0.84004 0.24
H -8.13354 -2.88874 1.98723 0.48
H -4.78085 -0.65899 0.89416 -0.75
H -4.50890 -2.31829 1.15710 0.84
H -5.52589 -2.89046 -1.07951 0.26
H -4.18754 -1.73342 -1.14833 -0.26
H -6.10664 -1.07344 -2.57856 0.76
H -5.84954 0.10289 -1.33638 -0.94
H -8.45005 0.00647 -2.69733 0.40
H -9.51263 0.04556 -1.35171 0.38
H -8.03758 1.03758 -1.29768 0.09
H -9.25572 -2.37968 -1.10127 0.36
H -8.30458 -2.41527 -2.52279 0.53
H -7.69347 -3.27361 -1.10112 0.24
H -6.22189 0.09739 2.48355 0.28
H -5.58080 -1.34858 3.29086 0.33
H -7.32656 -1.06314 3.22881 0.48
H -9.15446 -0.21282 1.22469 0.32
C 0.75944 -6.62199 -0.80863 -1.55
C 0.95502 -6.70359 -2.34464 1.67
C -0.08342 -7.62563 -2.92687 -1.03
C -0.14771 -7.59235 -4.37901 -0.74
C -0.51212 -6.20631 -4.92610 -1.23
C 0.40459 -5.16911 -4.32122 1.51
N 0.59401 -5.37785 -2.83695 -0.42
O 1.55646 -4.42729 -2.41202 1.59
C 1.83466 -5.26808 -5.02187 -1.63
C -0.17565 -3.74158 -4.46374 -1.70
C 2.39879 -7.05405 -2.51898 -1.55
H -0.29020 -6.32341 -0.59735 0.24
H 1.01722 -7.52571 -0.25798 0.66
H 1.46993 -5.83128 -0.50964 0.07
H 0.04487 -8.62891 -2.49496 0.50
H -1.08272 -7.38003 -2.64765 -0.16
H 0.81660 -7.88792 -4.80748 0.35
H -0.99233 -8.24612 -4.65948 0.52
H -1.49538 -5.95642 -4.55332 0.39
H -0.55525 -6.13173 -6.04223 0.35
H 2.54602 -4.50606 -4.63556 0.22
H 1.72201 -5.01940 -6.05661 0.53
H 2.22268 -6.26639 -4.94992 0.38
H -1.19013 -3.74537 -4.03889 0.41
H -0.23509 -3.39162 -5.50266 0.53
H 0.44348 -3.06695 -3.90424 -0.26
H 2.64179 -7.87191 -1.82947 0.54
H 2.69997 -7.45976 -3.49690 0.35
H 3.12563 -6.22276 -2.36230 0.06
H 2.37856 -4.61630 -2.88115 -0.12
O 4.29233 -0.42724 -0.39470 -0.33
H 4.19299 -1.04887 -1.14900 0.45
H 3.56699 -0.69928 0.15045 -0.50
O -1.73405 -2.15318 3.58602 -0.83
H -1.12200 -1.89234 2.84523 0.01
H -1.63141 -3.12285 3.59909 0.22